1.
13
Properties=species:S:1:pos:R:3:lowdin_charge:R:1 method="wB97M-V/def2-TZVPD" lumo_ev=-5.6 total_charge=+1 e_above_lowest_kcal_mol=130.71
C -1.26707 0.17889 0.27804 -0.30
C -0.36363 1.02463 -0.66962 -0.34
C 1.90576 0.02636 0.00303 -0.70
N -0.64151 -1.07710 0.53670 0.01
O 3.00697 -0.65784 0.33953 0.21
O 2.03506 -1.03076 -0.77862 0.19
S 1.23479 1.44774 0.18308 1.24
H -1.29565 0.86026 1.25858 0.16
H -2.21256 -0.18488 -0.22164 0.15
H -0.23812 0.39257 -1.57787 0.12
H -0.75608 2.01245 -0.87707 0.08
H -0.42366 -1.16650 1.51827 0.10
H -0.98430 -1.82581 0.00757 0.08

=====

2.
13
Properties=species:S:1:pos:R:3:lowdin_charge:R:1 method="wB97M-V/def2-TZVPD" lumo_ev=4.0 total_charge=-1 e_above_lowest_kcal_mol=31.23
O -0.14752 1.46252 1.80967 0.03
C 0.94863 1.61606 1.33476 -0.34
C 1.29217 1.51688 -0.12301 -0.08
H 1.79425 1.78240 2.04705 0.10
H 2.03515 0.72014 -0.21999 0.07
H 1.74734 2.45840 -0.44843 0.07
H 0.41241 1.17206 -0.66130 0.06
N -1.88555 -1.84433 -1.19328 0.06
C -0.88824 -1.50322 -0.19642 -0.84
O -1.21240 -1.70505 0.98972 -0.09
O 0.18904 -1.04658 -0.65629 -0.12
H -1.56260 -2.44355 -1.94065 0.04
H -2.72268 -2.18574 -0.74184 0.04

=====

3.
14
Properties=species:S:1:pos:R:3:lowdin_charge:R:1 method="wB97M-V/def2-TZVPD" lumo_ev=6.6 total_charge=-2 e_above_lowest_kcal_mol=0.00 smiles="CC(C)=NP(=O)([O-])[O-]"
C 0.33574 -0.36581 -0.00373 -0.56
C 1.74326 -1.08666 -0.13525 -0.11
C 0.47995 1.08212 0.49284 -0.12
N -0.67801 -1.02140 -0.17129 0.02
O -2.33881 0.66236 1.08701 -0.47
O -1.79971 1.10834 -1.32310 -0.47
O -3.27429 -0.98466 -0.72359 -0.54
P -2.26178 0.10574 -0.30231 0.04
H 2.48763 -0.33555 -0.50740 0.04
H 1.64102 -1.78943 -0.91729 0.02
H 2.21855 -1.42881 0.77573 0.03
H 1.28991 1.63450 -0.02042 0.05
H 0.63158 0.96254 1.60930 0.08
H -0.47506 1.45673 0.13948 0.00

=====

4.
14
Properties=species:S:1:pos:R:3:lowdin_charge:R:1 method="wB97M-V/def2-TZVPD" lumo_ev=6.7 total_charge=-2 e_above_lowest_kcal_mol=14.11 smiles="C[C@H]1CN1P(=O)([O-])[O-]"
C 0.68279 1.27025 -0.07796 -0.23
C 0.47846 -0.20084 -0.24878 -0.43
C -0.61212 -1.08662 0.49903 -0.11
N 1.51786 0.30671 0.55346 -0.15
O 3.14853 -1.60448 0.04360 -0.51
O 3.33291 0.58611 -1.43519 -0.51
O 4.11722 0.60410 1.02584 -0.53
P 3.24044 -0.07138 -0.04633 0.08
H 1.16026 1.81688 -0.92506 0.08
H 0.15039 1.99884 0.47307 0.05
H 0.72017 -0.68407 -1.24187 0.12
H -1.75472 -0.79539 0.60155 0.05
H -0.18589 -1.28976 1.48502 0.04
H -0.70872 -2.06344 -0.12943 0.06

=====

5.
15
Properties=species:S:1:pos:R:3:lowdin_charge:R:1 method="wB97M-V/def2-TZVPD" multiplicity=3 lumo_ev="3.5 / 1.6" total_charge=-1 e_above_lowest_kcal_mol=0.00 s_squared=2.008
C -0.81586 -0.81117 0.17879 -1.05
C -2.53908 1.44003 -0.14266 -0.43
C 2.29392 -1.13729 0.47735 -0.17
N 1.04429 -0.16345 -1.87321 -0.18
O -0.53625 -1.97252 0.04980 -0.06
O 2.05126 1.42317 -0.08645 -0.42
O -0.13862 0.16278 0.58932 -0.24
S -2.55990 -0.37276 -0.25164 0.81
S 1.47972 0.16252 -0.54408 0.57
H -2.45784 1.85999 -1.14112 0.02
H -1.67227 1.70986 0.44955 0.02
H -3.46000 1.76211 0.33339 0.01
H 1.94051 -2.09247 0.11939 0.04
H 3.36222 -1.01568 0.33879 0.03
H 2.00789 -0.95513 1.50280 0.05

=====

6.
14
Properties=species:S:1:pos:R:3:lowdin_charge:R:1 method="wB97M-V/def2-TZVPD" lumo_ev=3.7 total_charge=-1 e_above_lowest_kcal_mol=32.07
C 0.07740 0.75991 1.68266 -0.38
N 0.66333 0.32269 0.55346 0.00
C 0.68930 1.03221 -0.70864 -0.10
C 0.43587 0.00390 -1.88323 -0.71
O 0.49779 0.50740 -3.01184 -0.06
O 0.29535 -1.20204 -1.55079 -0.09
O -0.65509 1.74977 1.71266 -0.05
H 0.31931 0.29839 2.64869 0.12
H 0.78829 -0.67438 0.42977 0.11
H -0.09157 1.77447 -0.79581 0.11
H 1.72319 1.31135 -0.90959 0.11
H -2.07860 -1.53584 1.10670 0.02
H -1.01071 -2.05216 0.01430 0.01
O -1.65387 -2.29567 0.71165 -0.09

=====

7.
15
Properties=species:S:1:pos:R:3:lowdin_charge:R:1 method="wB97M-V/def2-TZVPD" multiplicity=3 lumo_ev="3.8 / 2.9" total_charge=-1 e_above_lowest_kcal_mol=37.33 s_squared=2.008
C -0.03355 0.23527 1.50949 -0.07
C 0.91306 0.43016 -0.92550 -0.08
C -0.15416 0.80421 0.07219 -0.35
N -1.21624 1.39016 -0.41592 -0.48
O -3.88930 -0.32084 -1.07646 -0.48
O -2.31439 1.53066 0.36832 -0.23
O -1.17183 1.93957 -1.54178 0.00
O -3.29474 -0.66029 1.41592 -0.52
S -2.90524 -0.40077 -0.00339 0.80
H -0.95572 0.27365 2.07468 0.04
H 0.71489 0.81122 2.19102 0.08
H 0.39005 -0.80598 1.39749 0.08
H 0.99929 1.30790 -1.58065 0.07
H 1.82304 0.12424 -0.41413 0.06
H 0.57789 -0.42621 -1.59469 0.09

=====

8.
17
Properties=species:S:1:pos:R:3:lowdin_charge:R:1 method="wB97M-V/def2-TZVPD" lumo_ev="3.0 / 3.1" total_charge=-1 e_above_lowest_kcal_mol=97.21
C -0.09471 -1.93987 0.29031 -0.70
C -2.14013 1.52764 0.54923 0.08
C 0.57640 0.22531 0.75479 -0.70
N -0.56363 -1.74691 -0.95002 0.18
O 2.26397 1.71232 -0.81956 -0.37
O -0.02264 -3.11920 0.58930 0.04
O 2.04162 -0.73202 -0.99998 -0.33
O 0.27323 0.68063 -1.81632 -0.36
O 0.11049 -0.98385 1.12793 0.02
S 1.38566 1.15275 1.97663 0.81
S 1.37195 0.55732 -0.86539 0.40
H -2.69534 0.56141 0.17023 0.04
H -1.43859 2.09594 -0.05375 -0.01
H -2.17388 1.62652 1.52153 -0.10
H -0.83320 -2.59313 -1.36114 0.09
H -0.35148 -0.81549 -1.39324 0.05
H 2.29030 1.79064 1.27945 -0.15

=====

9.
12
Properties=species:S:1:pos:R:3:lowdin_charge:R:1 method="wB97M-V/def2-TZVPD" lumo_ev=3.7 total_charge=-1 e_above_lowest_kcal_mol=51.38 smiles="NC(=O)CC[S-]"
C -0.38496 0.07215 -0.80879 -0.29
C 0.27368 -1.12879 -0.20559 -0.84
S 0.17546 -2.59168 -1.30722 0.07
C 0.14931 1.27650 -0.01640 -0.49
N 0.00189 1.01648 1.39680 0.05
O 0.61454 2.23175 -0.62924 0.05
H -0.03771 0.16806 -1.80703 0.06
H -1.54133 -0.11554 -0.80993 0.14
H 1.28612 -0.85936 0.01888 0.04
H -0.46203 -1.32408 0.57404 0.03
H 0.78562 0.39666 1.63977 0.08
H -0.86059 0.85783 1.95473 0.10